{
  "formula": "C4H5NO",
  "method": "wB97M-V/def2-TZVPD",
  "e_tot_ha": -285.3619,
  "homo_energy_ev": -10.7,
  "relative_energy_kj_mol": 138.4,
  "orbital_gap_ha": 0.41622,
  "lumo_ev": 0.627,
  "smiles": "C=C[C@@H](O)C#N",
  "elements": ["C", "C", "C", "O", "C", "N", "H", "H", "H", "H", "H"],
  "xyz": [[-1.3722, -0.8580, 0.0181], [-0.4522, -0.2350, -0.7086], [0.6233, 0.6223, -0.0650], [0.2425, 1.1164, 1.1975], [1.8500, -0.1819, 0.1232], [2.8028, -0.8280, 0.2258], [-2.1486, -1.4628, -0.4389], [-1.3605, -0.7916, 1.1033], [-0.4298, -0.3106, -1.7935], [0.8906, 1.4461, -0.7451], [-0.6458, 1.4831, 1.0832]],
  "forces_ev_per_a": [[0.1, 0.1, -0.1], [-0.2, -0.1, 0.1], [0.1, -0.1, -0.2], [-0.1, 0.1, 0.0], [0.9, -0.5, 0.1], [-0.9, 0.6, -0.1], [0.1, 0.1, 0.0], [0.0, 0.0, -0.2], [0.0, 0.0, 0.2], [-0.1, -0.1, 0.1], [0.2, 0.0, 0.1]],
  "nbo_charge": [-0.368, -0.214, -0.029, -0.680, 0.264, -0.296, 0.212, 0.211, 0.217, 0.208, 0.477]
}

{
  "formula": "C4H5NO",
  "method": "wB97M-V/def2-TZVPD",
  "e_tot_ha": -285.2527,
  "homo_energy_ev": -9.2,
  "relative_energy_kj_mol": 425.0,
  "orbital_gap_ha": 0.32523,
  "lumo_ev": -0.315,
  "smiles": "C=C=C(C)N=O",
  "elements": ["C", "C", "C", "C", "N", "O", "H", "H", "H", "H", "H"],
  "xyz": [[-1.5322, 1.3549, 0.4791], [-0.7173, 0.3334, 0.5711], [0.2853, -0.2550, -0.0370], [1.0754, -1.5031, 0.1944], [0.7027, 0.4855, -1.2581], [0.0955, 1.4813, -1.5306], [-1.3110, 2.3081, 0.9512], [-2.4550, 1.2666, -0.0888], [1.9278, -1.5057, -0.4926], [1.4518, -1.5686, 1.2186], [0.4770, -2.3975, -0.0073]],
  "forces_ev_per_a": [[0.0, -0.2, 0.2], [0.0, 0.3, -0.4], [-0.1, 0.0, 0.2], [0.0, -0.1, 0.0], [-0.2, 0.4, -0.2], [0.5, -0.5, -0.1], [-0.1, -0.1, 0.1], [0.0, 0.0, 0.2], [-0.1, 0.0, 0.1], [-0.1, 0.0, -0.1], [0.1, 0.1, 0.0]],
  "nbo_charge": [-0.398, 0.107, -0.089, -0.641, 0.149, -0.281, 0.232, 0.232, 0.233, 0.228, 0.226]
}

{
  "formula": "C4H5NO",
  "method": "wB97M-V/def2-TZVPD",
  "e_tot_ha": -285.1997,
  "homo_energy_ev": -9.1,
  "relative_energy_kj_mol": 564.1,
  "orbital_gap_ha": 0.30768,
  "lumo_ev": -0.681,
  "elements": ["C", "C", "C", "O", "C", "N", "H", "H", "H", "H", "H"],
  "xyz": [[-0.9806, -0.6450, 0.5817], [0.3774, 0.0789, 0.5832], [1.2622, -0.0016, -0.4588], [0.9690, 0.5122, -1.6459], [-0.6461, 1.5629, -0.4130], [-0.1997, 1.3075, -1.5537], [-1.7435, -0.0439, 1.0801], [-1.3324, -0.8728, -0.4262], [-0.8501, -1.5880, 1.1237], [0.8550, 0.0521, 1.5631], [2.2889, -0.3622, -0.4341]],
  "forces_ev_per_a": [[-0.1, -0.1, 0.0], [0.2, -0.1, 0.0], [-0.1, 0.1, 0.1], [0.1, -0.2, 0.1], [0.3, -0.1, -0.5], [-0.4, 0.2, 0.5], [0.1, -0.1, -0.1], [0.1, 0.1, 0.1], [0.0, 0.1, -0.1], [-0.1, 0.0, -0.1], [-0.2, 0.0, 0.0]],
  "nbo_charge": [-0.604, -0.397, 0.290, -0.292, 0.186, -0.326, 0.242, 0.228, 0.218, 0.244, 0.211]
}

{
  "formula": "C4H5NO",
  "method": "wB97M-V/def2-TZVPD",
  "e_tot_ha": -285.2924,
  "homo_energy_ev": -7.2,
  "relative_energy_kj_mol": 320.7,
  "orbital_gap_ha": 0.27228,
  "lumo_ev": 0.179,
  "elements": ["O", "C", "C", "C", "C", "N", "H", "H", "H", "H", "H"],
  "xyz": [[-0.5367, -1.6845, 1.0233], [-0.1902, -0.5975, 0.3373], [0.1268, 0.8097, 0.7767], [0.3518, 1.6342, -0.4894], [0.2616, 0.7095, -1.4628], [-0.0759, -0.6422, -0.9482], [-0.6093, -1.4570, 1.9626], [-0.6026, 1.2032, 1.4994], [1.0937, 0.7776, 1.3055], [0.3728, 0.7544, -2.5405], [-0.1920, -1.5074, -1.4637]],
  "forces_ev_per_a": [[0.1, 0.3, 0.3], [0.0, 0.3, -0.3], [0.0, -0.1, 0.2], [-0.1, -0.5, -0.2], [0.0, 0.1, 0.0], [0.0, -0.1, 0.3], [0.0, -0.1, -0.2], [0.1, -0.1, -0.2], [-0.1, -0.1, 0.0], [0.0, 0.0, 0.2], [0.0, 0.2, -0.1]],
  "nbo_charge": [-0.632, 0.614, -0.598, -0.263, -0.258, -0.505, 0.504, 0.250, 0.271, 0.200, 0.417]
}